DFT (ωB97M-V/def2-TZVPD) results for 2 unconnected molecules or ions with the total composition C4H12N4 in a non-equilibrium geometry.

CARTESIAN COORDINATES (ANGSTROEM)
1 C -0.864 1.246 -1.128
2 C -1.243 -0.290 0.768
3 C -2.181 -1.256 0.110
4 N 0.437 1.531 -0.789
5 C 1.256 0.584 -0.269
6 N 1.406 -1.573 0.554
7 N 2.446 0.967 0.394
8 N 0.717 -0.623 -0.198
9 H 0.677 2.490 -0.583
10 H 1.469 -2.427 0.016
11 H 2.338 -1.256 0.816
12 H 2.358 1.709 1.077
13 H 3.242 1.120 -0.208
14 H -1.002 0.318 -1.658
15 H -1.466 2.105 -1.392
16 H -1.690 0.627 1.132
17 H -0.637 -0.719 1.557
18 H -2.673 -1.906 0.843
19 H -2.958 -0.744 -0.461
20 H -1.632 -1.904 -0.581

Cartesian forces, eV/Å:
0.500 -1.040 0.876
-0.638 0.826 -0.127
0.041 0.065 -0.003
0.108 0.319 -0.152
-0.638 -0.670 0.440
0.081 0.103 -0.114
0.160 -0.057 -0.035
0.754 0.680 -0.515
0.045 -0.122 -0.101
-0.073 0.065 0.046
-0.138 0.053 0.044
-0.077 -0.088 -0.130
-0.077 0.031 0.003
-0.062 0.049 -0.156
-0.062 -0.038 0.105
-0.277 -0.084 0.060
0.310 -0.097 -0.223
0.045 0.015 -0.039
0.018 -0.003 0.008
-0.019 -0.007 0.013

The value obtained for the HOMO-LUMO gap is 7.29 eV. Its energy above the lowest of the compared OMol25 structures with the same formula, charge and spin is 110.8 kcal/mol.

Löwdin population analysis, charges in e, atoms 1 to 5: -0.040, -0.124, -0.185, -0.028, -0.473